Density functional theory data (ωB97M-V/def2-TZVPD) for an isolated molecule of C3H7N3O2 in a non-equilibrium geometry.

Values from the calculation:
HOMO   -9.30 eV
Orbital gap   9.62 eV
SMILES   [H]/N=C(/COC=O)NN
LUMO energy   0.32 eV
Energy above the lowest of the compared OMol25 structures with the same formula, charge and spin   160.7 kcal per mole

Structure (ORCA input):
```
! RIJCOSX wB97M-V def2-TZVPD def2/J DEFGRID3
* xyz 0 1
O 0.7043 1.4279 -0.6225
O -1.0243 0.3380 -1.6084
N -1.6362 -1.3427 0.8570
N 1.9200 -0.7954 0.4536
N -0.3467 -1.0526 1.4263
C 0.1241 1.0349 0.5625
C 0.0412 1.0339 -1.6224
C 0.6471 -0.4370 0.4945
H -1.8972 -1.3614 -0.3215
H -2.1998 -0.5938 1.0921
H 0.3574 1.7629 1.4231
H -1.1046 0.7508 0.4336
H 2.2216 -1.6579 0.4952
H 0.5948 1.4239 -2.4657
H 0.1534 -1.9070 1.4238
*
```

---

Density functional theory data (ωB97M-V/def2-TZVPD) for a cluster of 3 separate species, C34H49BrClN6O6PS in total in a non-equilibrium geometry.

Values from the calculation:
HOMO   -8.35 eV
Orbital gap   7.98 eV
SMILES   CCCCCCCCc1cc(-c2cccnc2)c(CC)c2c1N(Br)c1cc(CCO)c(P(=O)(O)O)c(CCCCl)c1S2.NC(N)=O.NC(N)=O
LUMO energy   -0.37 eV

Structure (ORCA input):
```
! RIJCOSX wB97M-V def2-TZVPD def2/J DEFGRID3
* xyz 0 1
Br 1.7502 0.5646 -1.4619
Cl -1.2752 3.9103 5.7886
S 0.1290 1.0242 2.0508
P -2.8969 5.4017 0.3779
O -3.9493 5.6790 -0.5956
O 1.6993 2.4126 -5.5919
O -3.6399 5.1697 1.8149
O -1.8978 6.6447 0.5753
O -0.2319 -1.2630 -4.7564
O -4.8920 4.0590 -3.1330
N -0.0263 0.2317 -0.9040
N 1.1537 4.2074 -4.3219
N 0.3743 -5.9038 4.1601
N -2.1970 -1.3892 -5.8836
N -0.7068 0.3167 -6.3111
N 0.7958 4.2353 -6.5954
C 0.4262 -4.9117 3.2839
C -0.0877 -0.6466 1.4331
C -0.6896 1.9652 0.7690
C 4.7549 -2.2463 0.8613
C -1.9030 3.3623 -1.2847
C -0.4433 -3.1735 0.5263
C -0.8035 -6.0641 4.7569
C 1.2463 3.5441 -5.5074
C -1.8764 -5.2402 4.4600
C -2.2044 2.7682 3.4602
C -2.5011 4.0297 -2.5212
C -1.4971 2.4339 4.7762
C -3.7280 3.2480 -3.0672
C -0.1319 -0.8325 0.0522
C 5.0724 -0.8688 2.9440
C -0.5901 -4.0575 2.8933
C 1.3862 -1.4498 4.2689
C -0.9905 -0.8052 -5.5952
C 4.9247 -2.3213 2.4064
C -1.3150 3.6361 2.5139
C -0.1361 -1.3743 3.8517
C -0.2964 -2.1600 -0.4028
C -0.2173 -1.6618 2.3639
C -1.8383 -4.2281 3.5188
C 1.0461 -2.9596 -2.4729
C -0.6495 1.4466 -0.5103
C 3.8527 -3.3798 0.2687
C -0.3228 -2.4923 -1.8834
C 1.9696 -3.7277 -1.4787
C -1.9828 3.8656 0.0265
C -0.4132 -2.9646 1.8886
C -1.3434 3.1603 1.0618
C 2.9478 -2.7510 -0.8030
C -1.2469 2.1791 -1.5179
H 3.2580 -3.8498 1.0647
H -0.4694 -0.3621 4.1042
H 0.8285 -3.6140 -3.3274
H 0.1759 0.7793 -6.1269
H -4.1338 4.3466 1.6770
H -0.2812 3.5297 2.8868
H -3.8868 2.3371 -2.4673
H 4.8675 -0.7955 4.0194
H -0.9958 6.2894 0.6172
H -2.4380 -2.2187 -5.3741
H 5.8551 -2.8667 2.6035
H 1.6364 -2.1360 -2.8900
H -2.8107 -5.4036 5.0024
H 4.3694 -0.1854 2.4460
H -0.7106 -2.0851 4.4466
H 2.5870 -4.4006 -2.1003
H 3.5373 -2.2543 -1.5882
H -1.3227 0.7005 -7.0022
H 1.7714 -0.4839 4.6116
H 0.7863 5.1355 -4.2301
H 2.3607 -1.9699 -0.2974
H 4.0411 -2.7866 2.8561
H -1.5390 4.7006 2.6192
H -1.1977 1.7929 -2.5369
H -1.7246 3.9399 -3.3004
H 1.4000 -4.7450 2.8059
H -0.5806 -4.1902 0.1594
H -2.0811 1.7162 5.3644
H 6.0842 -0.5268 2.6880
H -0.9264 -6.8387 5.5138
H 0.8519 3.7760 -7.4857
H 4.5116 -4.1383 -0.1832
H -5.6387 3.5563 -2.7967
H -1.0924 -3.2454 -2.0967
H -0.5166 1.9781 4.6120
H 4.2017 -1.3130 0.6612
H -0.6413 -1.5800 -2.4003
H 0.4206 5.1635 -6.5492
H 1.4342 -4.3715 -0.7718
H 2.0001 -1.8231 3.4413
H -3.1459 3.2669 3.7152
H -2.8375 -1.0340 -6.5670
H -2.6967 -3.6070 3.2808
H 5.7031 -2.1463 0.3180
H -3.5205 2.8798 -4.0877
H -2.3581 1.8154 2.9340
H 1.4770 3.7261 -3.5010
H 1.4731 -2.1792 5.0846
H -2.6937 5.0974 -2.4067
*
```